[1]
# C41H115Cl8N12O16P7

A 11-piece molecular cluster, C41H115Cl8N12O16P7 overall in a non-equilibrium geometry (ωB97M-V/def2-TZVPD, the OMol25 dataset).

Element x y z (Å)
C  6.156  -4.346  -0.783
N  5.650  -5.687  -0.493
C  6.552  -6.688  -1.058
P  3.964  -5.875  -0.665
O  3.530  -5.924  -2.086
N  3.639  -7.238  0.206
C  4.023  -7.440  1.600
C  2.437  -7.986  -0.238
N  3.322  -4.531  0.116
C  3.614  -4.271  1.519
C  2.464  -3.535  -0.542
H  5.817  -3.666  -0.040
H  5.862  -3.947  -1.738
H  7.256  -4.342  -0.712
H  6.673  -6.562  -2.154
H  6.138  -7.684  -0.904
H  7.467  -6.580  -0.504
H  5.024  -7.033  1.752
H  3.363  -7.013  2.327
H  4.068  -8.523  1.686
H  1.515  -7.898  0.390
H  2.205  -7.675  -1.243
H  2.674  -9.072  -0.274
H  4.504  -4.806  1.798
H  3.798  -3.169  1.678
H  2.742  -4.545  2.185
H  2.725  -3.512  -1.596
H  2.707  -2.530  -0.092
H  1.402  -3.777  -0.451
C  0.422  -5.839  -2.566
N  -0.887  -5.250  -2.510
C  -1.608  -5.446  -3.713
P  -1.582  -5.018  -1.026
O  -0.548  -4.517  -0.098
N  -2.841  -3.952  -1.176
C  -2.534  -2.587  -1.188
C  -4.261  -4.319  -1.189
N  -2.303  -6.425  -0.517
C  -2.675  -6.713  0.903
C  -2.252  -7.721  -1.218
H  0.373  -6.928  -2.450
H  1.119  -5.441  -1.840
H  0.832  -5.670  -3.567
H  -2.673  -5.315  -3.564
H  -1.447  -6.490  -4.071
H  -1.294  -4.760  -4.554
H  -2.716  -2.062  -0.229
H  -1.516  -2.404  -1.439
H  -3.116  -2.039  -1.961
H  -4.366  -5.368  -0.867
H  -4.774  -3.800  -0.310
H  -4.723  -4.057  -2.134
H  -3.039  -5.875  1.448
H  -3.469  -7.486  0.902
H  -1.834  -7.128  1.394
H  -1.915  -7.557  -2.246
H  -3.213  -8.257  -1.176
H  -1.584  -8.413  -0.722
C  -5.263  2.602  -1.440
N  -6.181  1.928  -0.535
C  -6.888  0.827  -1.181
P  -5.919  2.078  1.063
O  -5.405  3.422  1.456
N  -7.483  1.754  1.711
C  -8.503  2.745  1.467
C  -7.546  1.404  3.170
N  -4.930  0.904  1.651
C  -4.872  -0.470  1.262
C  -4.234  1.216  2.923
H  -4.448  1.959  -1.730
H  -4.846  3.482  -0.986
H  -5.864  2.867  -2.289
H  -7.521  0.254  -0.498
H  -6.128  0.171  -1.654
H  -7.585  1.205  -1.943
H  -8.712  2.892  0.428
H  -9.420  2.443  2.000
H  -8.167  3.681  1.923
H  -8.460  0.895  3.366
H  -6.717  0.779  3.472
H  -7.494  2.373  3.742
H  -5.622  -0.612  0.521
H  -3.885  -0.788  0.863
H  -5.093  -1.118  2.134
H  -3.208  0.882  2.896
H  -4.811  0.671  3.724
H  -4.395  2.269  3.119
C  3.975  1.519  0.559
N  3.998  2.404  -0.585
C  3.994  3.795  -0.166
P  4.801  2.098  -2.033
O  6.225  2.451  -1.946
N  4.634  0.460  -2.316
C  3.327  -0.077  -2.673
C  5.455  -0.490  -1.641
N  3.959  2.919  -3.188
C  4.673  3.105  -4.441
C  2.581  2.957  -3.290
H  3.459  0.540  0.377
H  3.445  1.973  1.410
H  5.018  1.324  0.913
H  4.377  4.503  -0.897
H  4.670  3.864  0.680
H  3.037  4.155  0.283
H  2.884  0.323  -3.590
H  3.479  -1.167  -2.833
H  2.591  -0.069  -1.845
H  5.645  -1.357  -2.307
H  6.425  -0.018  -1.302
H  4.904  -0.877  -0.760
H  5.707  2.829  -4.275
H  4.382  2.467  -5.342
H  4.616  4.160  -4.778
H  2.117  2.218  -4.008
H  2.242  3.959  -3.599
H  2.146  2.785  -2.317
C  -2.119  3.872  5.459
O  -1.788  5.326  5.456
P  -0.412  5.800  4.754
O  0.469  4.705  4.357
O  -1.081  6.746  3.663
C  -0.197  7.312  2.599
O  0.351  6.867  5.690
C  -0.376  7.857  6.433
H  -2.607  3.654  6.422
H  -1.211  3.298  5.346
H  -2.781  3.692  4.602
H  0.261  6.433  2.084
H  0.563  7.936  3.093
H  -0.788  7.857  1.813
H  -0.582  8.723  5.797
H  0.291  8.173  7.216
H  -1.336  7.514  6.748
C  -1.049  0.719  -2.078
O  -0.064  0.404  -1.045
P  -0.358  0.553  0.515
O  -1.764  0.520  0.942
O  0.590  -0.575  1.212
C  0.034  -1.722  1.981
O  0.575  1.854  0.883
C  0.605  2.088  2.314
H  -1.596  1.624  -1.734
H  -1.684  -0.155  -2.193
H  -0.413  0.957  -2.929
H  0.549  -2.619  1.723
H  -1.019  -1.797  1.651
H  0.151  -1.529  3.047
H  -0.430  2.048  2.689
H  0.857  3.166  2.593
H  1.284  1.369  2.721
C  -1.904  4.246  1.664
O  -1.683  5.510  1.068
P  -1.696  5.805  -0.518
O  -1.253  7.208  -0.718
O  -0.722  4.592  -1.098
C  0.557  4.622  -0.496
O  -3.132  5.362  -1.125
C  -4.063  6.406  -1.276
H  -1.484  4.188  2.636
H  -1.581  3.394  0.989
H  -2.990  4.052  1.804
H  0.966  3.621  -0.543
H  0.494  4.884  0.545
H  1.211  5.389  -0.859
H  -4.639  6.509  -0.340
H  -4.680  6.109  -2.084
H  -3.479  7.312  -1.449
Cl  0.941  0.434  5.501
C  2.192  1.282  6.437
C  3.002  2.259  5.643
Cl  3.915  1.433  4.314
H  2.875  0.580  6.903
H  1.657  1.845  7.234
H  3.665  2.858  6.221
H  2.303  2.901  5.122
Cl  -3.032  -1.750  -4.938
C  -2.787  -1.329  -6.685
C  -2.360  0.067  -6.849
Cl  -2.471  0.537  -8.589
H  -3.675  -1.570  -7.242
H  -1.960  -1.953  -7.016
H  -1.290  0.257  -6.533
H  -2.990  0.722  -6.292
Cl  -0.618  3.467  -4.683
C  0.508  4.069  -5.982
C  -0.163  3.960  -7.331
Cl  -1.639  5.032  -7.402
H  1.435  3.480  -6.017
H  0.617  5.082  -5.712
H  -0.461  2.926  -7.609
H  0.499  4.269  -8.137
Cl  7.974  -1.499  3.962
C  6.185  -1.293  4.178
C  5.548  -2.638  4.540
Cl  3.819  -2.398  4.856
H  5.797  -0.929  3.247
H  5.993  -0.475  4.860
H  5.926  -2.940  5.539
H  5.723  -3.339  3.709

Strongest force on any atom   3.2 eV/A
Energy above the lowest of the compared OMol25 structures with the same formula, charge and spin   0.0 kcal/mol
Net charge   0
Molecular weight   1532.9 g mol⁻¹
DFT total energy   -260237.666 eV
E_LUMO   0.35 eV



[2]
# C41H127N9O18

A 18-piece molecular cluster, C41H127N9O18 overall in a non-equilibrium geometry (ωB97M-V/def2-TZVPD, the OMol25 dataset).

Element x y z (Å)
C  -12.750  -29.539  20.107
C  -11.316  -29.191  20.428
C  -10.320  -30.157  19.793
O  -10.374  -31.444  20.461
C  -9.526  -32.292  19.673
N  -11.169  -27.698  20.206
H  -13.484  -28.900  20.597
H  -13.012  -30.533  20.471
H  -13.038  -29.652  19.062
H  -11.153  -29.270  21.503
H  -9.333  -29.724  19.953
H  -10.405  -30.265  18.711
H  -9.451  -33.224  20.234
H  -8.517  -31.879  19.669
H  -9.920  -32.429  18.666
H  -11.948  -27.352  20.748
H  -10.360  -27.485  20.771
C  -12.142  -35.009  18.864
C  -13.137  -34.157  17.997
C  -14.400  -33.738  18.851
O  -15.001  -34.869  19.454
C  -15.972  -34.571  20.424
N  -12.520  -32.975  17.518
H  -11.226  -35.095  18.280
H  -12.537  -35.965  19.209
H  -12.065  -34.511  19.830
H  -13.376  -34.721  17.096
H  -15.093  -33.262  18.156
H  -14.177  -32.964  19.585
H  -15.439  -34.108  21.254
H  -16.462  -35.435  20.872
H  -16.676  -33.859  19.992
H  -11.680  -33.298  17.059
H  -13.018  -32.576  16.736
C  -7.505  -30.779  23.128
C  -5.942  -30.982  23.136
C  -5.251  -30.098  24.210
O  -3.843  -30.041  23.952
C  -2.990  -29.546  24.992
N  -5.652  -32.342  23.435
H  -7.928  -30.928  24.121
H  -8.043  -31.407  22.418
H  -7.738  -29.744  22.879
H  -5.437  -30.742  22.200
H  -5.503  -30.423  25.220
H  -5.666  -29.112  24.006
H  -3.050  -30.205  25.859
H  -3.356  -28.548  25.236
H  -1.926  -29.484  24.767
H  -4.646  -32.277  23.378
H  -5.843  -32.386  24.426
C  -16.722  -30.218  19.758
C  -17.578  -30.578  20.956
C  -18.976  -30.894  20.504
O  -19.813  -29.727  20.465
C  -21.052  -29.924  19.685
N  -17.124  -31.741  21.663
H  -15.790  -29.763  20.095
H  -17.146  -29.491  19.066
H  -16.656  -31.099  19.120
H  -17.529  -29.733  21.644
H  -19.503  -31.595  21.152
H  -19.016  -31.502  19.600
H  -21.511  -28.936  19.727
H  -21.662  -30.676  20.186
H  -20.979  -30.200  18.633
H  -17.801  -31.823  22.408
H  -16.299  -31.397  22.133
C  -11.842  -22.624  18.442
C  -11.602  -23.802  17.505
C  -10.152  -24.332  17.508
O  -9.213  -23.253  17.231
C  -9.069  -22.963  15.843
N  -12.503  -24.899  17.905
H  -11.123  -21.820  18.287
H  -11.818  -22.936  19.487
H  -12.832  -22.187  18.313
H  -11.844  -23.620  16.458
H  -9.960  -25.085  16.744
H  -9.798  -24.747  18.452
H  -8.496  -22.037  15.786
H  -10.012  -22.842  15.310
H  -8.624  -23.785  15.282
H  -12.243  -25.102  18.860
H  -12.254  -25.770  17.460
C  -11.346  -28.632  24.177
C  -11.084  -28.037  25.608
C  -10.401  -29.033  26.526
O  -11.194  -30.198  26.693
C  -10.344  -31.218  27.314
N  -10.252  -26.884  25.418
H  -11.993  -27.965  23.608
H  -11.832  -29.589  24.370
H  -10.429  -28.905  23.654
H  -11.915  -27.661  26.205
H  -10.180  -28.612  27.506
H  -9.414  -29.303  26.150
H  -9.608  -31.576  26.595
H  -10.967  -32.017  27.717
H  -9.945  -30.878  28.270
H  -9.730  -26.782  26.277
H  -10.616  -25.983  25.145
C  -13.568  -33.564  13.862
C  -14.950  -33.504  14.527
C  -15.458  -32.106  14.883
O  -14.549  -31.378  15.647
C  -15.065  -30.114  16.198
N  -15.912  -34.192  13.713
H  -13.369  -34.559  13.461
H  -12.709  -33.292  14.476
H  -13.605  -32.819  13.068
H  -14.854  -34.244  15.322
H  -16.381  -32.107  15.462
H  -15.639  -31.457  14.026
H  -14.425  -29.683  16.968
H  -16.043  -30.148  16.678
H  -14.980  -29.407  15.372
H  -16.140  -33.566  12.954
H  -16.769  -34.448  14.181
C  -15.029  -24.514  25.516
C  -15.721  -24.361  24.136
C  -16.233  -25.704  23.685
O  -15.124  -26.516  23.392
C  -15.281  -27.949  23.583
N  -16.870  -23.462  24.283
H  -14.293  -25.318  25.475
H  -15.727  -24.697  26.332
H  -14.647  -23.531  25.791
H  -14.996  -23.961  23.427
H  -16.868  -25.573  22.809
H  -16.821  -26.130  24.498
H  -15.609  -28.230  24.583
H  -14.301  -28.386  23.394
H  -15.953  -28.450  22.885
H  -17.183  -23.382  23.327
H  -16.506  -22.570  24.588
C  -10.870  -33.279  23.776
C  -11.681  -33.878  22.646
C  -12.797  -34.805  23.140
O  -12.291  -35.839  24.052
C  -13.327  -36.513  24.727
N  -12.389  -32.889  21.890
H  -10.457  -34.108  24.351
H  -11.468  -32.573  24.353
H  -10.025  -32.719  23.375
H  -11.132  -34.549  21.986
H  -13.246  -35.197  22.227
H  -13.635  -34.245  23.554
H  -13.038  -37.487  25.122
H  -14.166  -36.688  24.053
H  -13.680  -35.985  25.613
H  -12.983  -33.298  21.183
H  -11.740  -32.356  21.329
O  -9.654  -33.509  16.444
H  -9.566  -34.024  15.642
H  -9.334  -34.087  17.137
O  -8.980  -30.883  16.026
H  -8.074  -30.857  16.333
H  -9.257  -31.788  16.172
O  -11.896  -30.280  16.432
H  -12.156  -30.989  17.020
H  -10.984  -30.470  16.215
O  -11.578  -27.553  17.354
H  -11.242  -27.649  18.245
H  -11.979  -28.399  17.156
C  -14.632  -31.434  24.143
O  -14.626  -31.356  22.768
H  -13.781  -31.029  24.692
H  -15.479  -30.842  24.489
H  -14.725  -32.482  24.427
H  -13.829  -31.742  22.398
C  -7.866  -35.121  22.617
O  -6.439  -34.891  22.306
H  -8.412  -34.178  22.588
H  -8.259  -35.845  21.904
H  -8.101  -35.539  23.596
H  -6.170  -34.069  22.723
C  -7.347  -34.730  18.914
O  -8.573  -34.995  18.366
H  -7.577  -34.458  19.944
H  -6.646  -35.565  18.920
H  -6.815  -33.897  18.454
H  -8.750  -35.881  18.692
C  -8.827  -24.158  21.862
O  -9.604  -23.085  21.512
H  -9.092  -24.342  22.903
H  -8.965  -24.999  21.183
H  -7.777  -23.892  21.738
H  -9.082  -22.641  20.839
C  -12.512  -24.800  21.965
O  -12.852  -26.144  22.102
H  -11.884  -24.403  22.763
H  -11.846  -24.666  21.112
H  -13.408  -24.202  21.796
H  -13.622  -26.310  22.652

Strongest force on any atom   2.9 eV/A
Net charge   0
Molecular weight   1034.5 g mol⁻¹
DFT total energy   -94833.794 eV
E_LUMO   0.24 eV



[3]
# C41H28F2MoN9O

C41H28F2MoN9O as an isolated structure (ωB97M-V/def2-TZVPD, the OMol25 dataset).

Element x y z (Å)
Mo  0.417  0.197  -0.065
C  3.694  -0.833  2.815
C  3.109  -1.236  4.013
C  1.756  -1.434  4.028
C  0.986  -1.206  2.875
N  1.537  -0.761  1.728
C  2.886  -0.612  1.731
N  -0.337  -1.550  3.004
C  -1.284  -1.165  2.241
N  -1.275  -0.252  1.196
C  -2.569  -0.221  0.683
N  -3.073  0.510  -0.241
C  -2.402  1.603  -0.721
C  -3.203  2.570  -1.353
C  -2.672  3.780  -1.711
C  -1.328  4.023  -1.426
C  -0.594  3.017  -0.861
N  -1.085  1.798  -0.543
C  -3.415  -1.184  1.405
C  -4.741  -1.536  1.240
C  -5.255  -2.476  2.123
C  -4.467  -3.024  3.138
C  -3.138  -2.655  3.298
C  -2.636  -1.728  2.403
H  4.760  -0.688  2.716
H  3.706  -1.411  4.898
H  1.232  -1.790  4.903
H  3.332  -0.281  0.814
H  -4.244  2.324  -1.500
H  -3.287  4.535  -2.182
H  -0.856  4.968  -1.651
H  0.452  3.166  -0.661
H  -5.342  -1.098  0.455
H  -6.285  -2.793  2.029
H  -4.904  -3.752  3.809
H  -2.516  -3.074  4.077
O  4.170  1.645  -1.498
C  3.194  0.980  -1.164
N  2.213  1.359  -0.338
C  2.503  2.595  0.350
C  1.624  2.721  1.551
C  1.852  3.715  2.493
C  1.010  3.829  3.580
C  -0.051  2.943  3.687
C  -0.215  1.984  2.712
N  0.607  1.854  1.660
C  3.055  -0.450  -1.575
C  4.034  -1.065  -2.327
C  3.981  -2.439  -2.489
C  2.967  -3.139  -1.858
C  2.005  -2.444  -1.149
N  2.020  -1.111  -1.031
H  3.556  2.618  0.646
H  2.385  3.483  -0.291
H  2.691  4.385  2.358
H  1.174  4.594  4.327
H  -0.748  2.989  4.512
H  -1.042  1.293  2.756
H  4.826  -0.450  -2.730
H  4.732  -2.956  -3.072
H  2.903  -4.217  -1.913
H  1.197  -2.965  -0.665
F  -2.180  -4.654  -0.317
C  -1.803  -3.569  -1.008
C  -1.063  -2.598  -0.371
C  -0.662  -1.443  -1.047
C  -0.979  -1.347  -2.410
C  -1.733  -2.362  -3.010
F  -2.066  -2.286  -4.312
C  -2.170  -3.476  -2.336
C  -0.419  -0.195  -3.116
C  -0.617  0.091  -4.468
C  0.002  1.181  -5.043
C  0.815  1.980  -4.256
C  0.954  1.656  -2.927
N  0.362  0.598  -2.348
H  -0.802  -2.786  0.662
H  -2.754  -4.238  -2.831
H  -1.251  -0.544  -5.060
H  -0.147  1.400  -6.092
H  1.334  2.841  -4.652
H  1.575  2.268  -2.295

Strongest force on any atom   0.2 eV/A
Energy above the lowest of the compared OMol25 structures with the same formula, charge and spin   1.3 kcal/mol
Net charge   +1
Molecular weight   796.7 g mol⁻¹
DFT total energy   -65718.849 eV
E_LUMO (alpha / beta)   -3.34 / -3.34 eV



Q: What is the DFT total energy in the first record?
A: -260237.666 eV



Q: Which of these has the highest molecular weight?
A: C41H115Cl8N12O16P7



Q: Number 1 is which compound?
A: C41H115Cl8N12O16P7